--- a ---
C5H15NO | ωB97M-V/def2-TZVPD

Multiplicity ... 2
HOMO energy (spin up / spin down) ... 1.08 / -6.36 eV
Total charge ... -1
E_LUMO (spin up / spin down) ... 3.4 / 3.3 eV
Expectation value of S² ... 0.750

Cartesian coordinates (Å):
C1 0.897 -0.315 2.487
C2 0.943 0.568 1.282
C3 -0.490 0.349 0.472
C4 -0.621 -1.108 0.117
C5 0.633 -1.759 -0.560
N1 1.319 -0.937 -1.612
H1 -0.163 -0.246 2.787
H2 1.079 -1.311 2.169
H3 1.784 -0.050 3.209
H4 1.754 0.265 0.550
H5 1.011 1.685 1.589
H6 -1.227 0.725 1.196
H7 -0.582 0.948 -0.446
H8 -0.921 -1.732 0.976
H9 -1.522 -1.093 -0.725
H10 1.381 -1.837 0.210
H11 0.489 -2.840 -1.047
H12 1.182 0.058 -1.403
H13 0.891 -1.100 -2.531
H14 -3.251 3.636 -2.948
H15 -2.198 2.704 -3.228
O1 -2.386 3.391 -2.547



--- b ---
C5H15NO | ωB97M-V/def2-TZVPD

Multiplicity ... 2
HOMO energy (spin up / spin down) ... 1.13 / -5.29 eV
Total charge ... -1
E_LUMO (spin up / spin down) ... 3.6 / 3.4 eV
Expectation value of S² ... 0.750

Cartesian coordinates (Å):
C1 -0.226 -0.290 2.269
N1 0.360 -0.521 0.967
C2 0.593 -1.944 0.758
C3 -1.696 -0.303 -0.424
C4 -0.320 0.261 -0.070
C5 0.582 0.253 -1.294
H1 -0.176 0.753 2.503
H2 0.354 -0.809 3.033
H3 -1.257 -0.668 2.366
H4 1.248 -2.293 1.548
H5 -0.375 -2.463 0.704
H6 1.141 -2.099 -0.173
H7 -1.985 -0.143 -1.461
H8 -1.746 -1.372 -0.213
H9 -2.553 0.163 0.078
H10 -0.400 1.289 0.284
H11 0.313 0.816 -2.179
H12 0.508 -0.743 -1.757
H13 1.629 0.436 -1.089
H14 1.824 3.384 -2.554
H15 0.604 3.175 -1.641
O1 1.576 3.117 -1.653



Most stable = b



--- a ---
C4H9N2 | ωB97M-V/def2-TZVPD

Multiplicity ... 3
HOMO energy (spin up / spin down) ... -11.96 / -14.92 eV
Total charge ... +1
E_LUMO (spin up / spin down) ... -3.9 / -9.3 eV
Expectation value of S² ... 2.007

Cartesian coordinates (Å):
C1 1.219 0.575 1.469
C2 -2.439 -0.358 -0.839
C3 -1.869 0.116 0.505
C4 1.595 -0.128 -0.798
N1 -1.073 0.396 -0.501
N2 1.316 -0.409 0.604
H1 1.817 1.508 1.241
H2 -2.164 -1.368 -1.164
H3 -3.049 0.192 -1.577
H4 -1.815 0.180 1.563
H5 0.892 0.355 2.438
H6 2.296 -0.808 -1.350
H7 1.998 0.952 -1.114
H8 0.495 0.045 -1.103
H9 0.783 -1.247 0.628



--- b ---
C4H9N2 | ωB97M-V/def2-TZVPD

Multiplicity ... 3
HOMO energy (spin up / spin down) ... -8.47 / -15.43 eV
Total charge ... +1
E_LUMO (spin up / spin down) ... -3.4 / -8.3 eV
Expectation value of S² ... 2.009

Cartesian coordinates (Å):
C1 -0.026 -0.664 -1.597
C2 0.054 -1.442 -2.708
C3 -0.537 0.948 0.336
C4 0.725 0.574 2.295
N1 -0.176 -0.059 -0.610
N2 -0.612 0.759 1.687
H1 0.805 -2.217 -2.648
H2 0.378 -0.646 -3.491
H3 -0.932 -1.802 -2.981
H4 -1.561 0.915 -0.161
H5 0.095 1.752 0.206
H6 -1.559 0.320 2.174
H7 0.752 -0.077 3.242
H8 1.522 0.075 1.635
H9 1.073 1.564 2.623



Most stable = b



--- a ---
C3H7N4O3 | ωB97M-V/def2-TZVPD

HOMO energy (spin up / spin down) ... -14.19 / -14.47 eV
Total charge ... +1
E_LUMO (spin up / spin down) ... -6.6 / -6.5 eV
Structure (SMILES) ... CCN(O)/[NH+]=N\[N+]([O-])=C=O

Cartesian coordinates (Å):
C1 2.159 -0.210 -0.298
C2 0.862 0.568 -0.619
N1 -0.189 0.266 0.384
O1 0.075 0.844 1.595
N2 -0.564 -1.048 0.549
N3 -1.778 -1.471 0.095
N4 -2.545 -0.533 -0.341
O2 -3.542 -0.606 -1.013
C3 -2.113 0.791 -0.149
O3 -2.244 1.889 0.207
H1 2.981 0.120 -0.846
H2 2.376 -0.021 0.749
H3 1.941 -1.292 -0.576
H4 0.507 0.136 -1.551
H5 0.937 1.625 -0.726
H6 1.013 0.702 1.817
H7 0.126 -1.762 0.722



--- b ---
C3H7N4O3 | ωB97M-V/def2-TZVPD

HOMO energy ... -13.08 eV
Total charge ... +1
E_LUMO ... -4.1 eV
Structure (SMILES) ... N/N=C(\O)NC(=O)/[NH+]=C/O

Cartesian coordinates (Å):
N1 -2.566 -0.758 -0.140
N2 -1.248 -0.217 -0.143
C1 -0.814 0.181 1.037
O1 -1.487 -0.108 2.165
N3 0.401 0.780 1.263
C2 1.661 0.885 0.701
O2 2.443 1.648 1.172
N4 1.908 0.183 -0.592
C3 1.007 -0.195 -1.445
O3 1.289 -0.561 -2.634
H1 -2.761 -1.696 0.335
H2 -2.929 -0.653 -1.116
H3 -2.364 -0.353 1.808
H4 0.290 1.457 2.101
H5 2.998 0.374 -0.751
H6 -0.087 -0.247 -1.038
H7 2.257 -0.718 -2.724



Most stable = b



--- a ---
C7H10N2S | ωB97M-V/def2-TZVPD

HOMO energy ... -10.19 eV
Total charge ... 0
E_LUMO ... 0.2 eV
Structure (SMILES) ... CCC[C@H](C#N)[C@H](S)C#N

Cartesian coordinates (Å):
C1 -0.245 0.914 -2.214
C2 -0.173 -0.585 -1.634
C3 -0.976 -0.804 -0.255
C4 0.013 -0.944 0.992
C5 -0.736 -1.471 2.309
N1 -1.059 -1.959 3.347
C6 0.760 0.423 1.423
S1 -0.295 1.952 1.259
C7 2.080 0.687 0.564
N2 3.075 0.874 -0.065
H1 0.693 1.465 -1.841
H2 -0.181 0.869 -3.363
H3 -1.178 1.498 -1.891
H4 -0.638 -1.283 -2.413
H5 0.921 -0.843 -1.437
H6 -1.539 -1.805 -0.359
H7 -1.776 0.000 -0.153
H8 0.845 -1.682 0.701
H9 1.109 0.301 2.514
H10 -0.701 2.392 2.512



--- b ---
C7H10N2S | ωB97M-V/def2-TZVPD

HOMO energy ... -8.72 eV
Total charge ... 0
E_LUMO ... 0.5 eV
Structure (SMILES) ... Cn1ccnc1.C#CSC

Cartesian coordinates (Å):
C1 1.235 -0.922 0.143
N1 1.575 0.103 1.094
C2 1.316 1.516 1.073
C3 1.465 1.946 2.374
N2 1.797 0.873 3.208
C4 1.804 -0.148 2.395
H1 1.635 -1.850 0.492
H2 0.167 -0.975 0.005
H3 1.583 -0.681 -0.844
H4 1.278 2.157 0.212
H5 1.482 2.875 2.739
H6 2.060 -1.121 2.771
C5 -2.995 -2.150 -1.472
C6 -2.266 -1.190 -1.502
S1 -1.106 0.081 -1.725
C7 -1.251 0.485 -3.582
H7 -3.693 -2.901 -1.267
H8 -1.136 1.537 -3.622
H9 -2.056 -0.145 -3.995
H10 -0.433 -0.071 -4.026



Most stable = a